No. 1
This record from OMol25 describes 4 unconnected molecules or ions with the total composition C12H27BrN3O5 at a distorted geometry. The level of theory is ωB97M-V/def2-TZVPD.

```
48
Properties=species:S:1:pos:R:3:forces:R:3
Br -3.16060 -0.79093 1.59978 -0.306 -0.224 -0.133
O -1.61621 1.00704 3.82110 0.025 0.218 -1.278
O -6.02643 -0.97090 0.95842 0.605 -0.072 0.165
O 3.73635 1.85789 -2.87308 0.031 -0.191 0.201
O -1.41395 0.04669 5.80770 0.051 0.044 0.013
O 1.99106 -2.42915 -0.51579 -0.178 0.142 0.491
N -1.37765 -0.54908 1.99074 0.046 0.042 -0.017
N -2.16469 0.10783 4.96795 -0.539 -0.609 0.910
N 0.76428 -0.71633 1.98669 0.785 0.422 0.533
C 4.72124 2.62921 -2.17816 -0.096 0.453 -0.288
C 0.46193 0.17255 2.99878 -0.522 -0.553 -0.490
C -0.33608 -1.12984 1.40140 -0.354 -0.424 -0.414
C 4.05309 3.76541 -1.41881 -0.077 -0.111 0.133
C 3.37644 -2.05318 -0.41331 0.165 0.198 -0.507
C 5.76113 3.15070 -3.15673 0.080 -0.156 -0.033
C -7.36175 -1.40975 0.65303 -0.311 0.346 -0.154
C -8.35168 -0.72980 1.58258 0.114 -0.025 0.173
C -0.88913 0.26493 2.98746 0.168 1.123 1.275
C -7.67519 -1.13014 -0.80657 0.185 -0.067 -0.071
C 4.21394 -2.91590 -1.33923 -0.036 -0.195 0.089
C 3.53818 -0.57409 -0.73227 -0.175 -0.080 0.170
H -0.38267 -1.83884 0.60355 0.045 -0.179 -0.276
H 4.78235 4.34984 -0.85731 0.001 0.022 -0.015
H 6.53874 3.71752 -2.64423 -0.006 0.023 -0.007
H -6.95187 -1.62288 -1.45660 -0.026 -0.050 0.009
H -8.31852 0.35510 1.45085 -0.049 -0.005 -0.093
H -9.36854 -1.06938 1.38903 -0.010 0.011 -0.019
H -8.67276 -1.48117 -1.06807 -0.017 0.015 0.006
H -7.37315 -2.48457 0.82991 0.178 -0.015 0.053
H -5.97796 -0.01971 0.81292 -0.271 0.040 -0.069
H 2.92871 0.04060 -0.06279 0.057 0.040 0.005
H 6.22867 2.32562 -3.69369 0.019 -0.016 0.034
H 5.27196 -2.66883 -1.25847 0.004 0.020 -0.020
H 4.08384 -3.97153 -1.10242 0.025 0.005 0.042
H 3.90356 -2.77233 -2.37697 0.036 0.104 -0.005
H 1.13310 0.66530 3.66483 0.460 0.031 -0.007
H 3.53390 4.43368 -2.11024 0.077 0.035 -0.039
H 3.20913 -0.35612 -1.74895 0.095 0.014 -0.042
H -8.10745 -0.93923 2.62409 -0.021 -0.052 -0.005
H -7.62144 -0.05749 -1.01160 -0.090 0.018 0.051
H 1.71799 -2.27583 -1.42704 0.051 -0.038 -0.063
H 3.66754 -2.24408 0.62292 -0.134 -0.107 0.042
H 3.30489 2.44098 -3.50614 0.009 0.014 -0.054
H 5.19587 1.94749 -1.47131 -0.060 -0.109 -0.030
H 1.69750 -1.01695 1.74571 -0.053 -0.161 -0.339
H 3.30859 3.37582 -0.72260 0.029 -0.015 0.021
H 4.57731 -0.26227 -0.63509 0.011 0.005 -0.012
H 5.29334 3.80055 -3.90060 -0.020 0.070 0.061
```
Positions in Å, forces in eV/Å.

Calculated values
net charge	+1
calculated total energy	-3587.54158	Ha
frontier orbital gap	0.300	Eh
HOMO energy	-12.33	eV

Mulliken atomic charge list, values in e, 5 entries: number 1, Br, carries 0.20; number 2, O, carries -0.37; number 3, O, carries -0.51; number 4, O, carries -0.52; number 5, O, carries -0.13

=====

No. 2
This record from OMol25 describes 3 unconnected molecules or ions with the total composition C12H27ClFO8PSi. The level of theory is ωB97M-V/def2-TZVPD.

```
51
Properties=species:S:1:pos:R:3:forces:R:3
Cl 6.67075 0.92802 1.73268 0.036 0.050 -0.017
P 1.76658 1.70407 -2.68981 -0.121 0.288 0.121
Si 2.43246 0.36212 -0.94091 0.107 -0.068 0.086
F -0.78445 -2.14162 -0.36274 0.084 0.030 0.014
O -2.68027 4.46417 -1.92731 -0.024 -0.067 0.162
O -2.46051 5.50746 -0.05081 0.005 -0.054 0.006
O -1.31195 3.58893 -0.35631 0.097 -0.084 0.055
O -3.90108 -3.92410 1.33754 -0.009 0.013 -0.004
O 0.13284 1.39869 -2.76827 0.083 -0.276 -0.260
O -3.62189 -6.16459 1.35082 0.000 -0.035 -0.026
O 1.76757 3.16384 -1.92156 0.046 -0.033 -0.090
O -4.38640 -5.01524 3.13660 -0.011 0.002 0.007
C -2.36562 3.33680 -2.75674 0.068 -0.004 -0.134
C -3.42819 -3.90316 -0.01589 0.003 0.039 -0.028
C 0.02196 -1.02046 -0.13617 0.060 0.024 0.071
C 5.57388 -0.04538 0.70920 -0.013 -0.100 -0.012
C -1.87401 5.61175 1.25054 -0.008 0.030 0.028
C 4.20026 -0.13257 -1.39681 0.062 -0.068 0.098
C 5.31689 0.60702 -0.63775 0.042 0.012 0.032
C 2.30774 1.32597 0.66461 -0.179 0.041 -0.021
C -2.08192 4.43562 -0.74268 -0.002 0.188 -0.119
C -3.93925 -5.13454 1.88604 0.025 0.011 0.024
C -4.47795 -6.25398 3.84739 -0.013 0.006 0.030
C 1.39224 -1.20904 -0.75684 -0.066 -0.138 0.032
H 6.24714 0.58717 -1.21133 -0.049 0.032 0.027
H -2.73050 2.41979 -2.29668 0.001 -0.004 -0.002
H 0.09515 -0.89454 0.94725 -0.018 0.033 -0.077
H 4.32081 0.03690 -2.47181 -0.032 -0.028 0.053
H -0.79003 5.67697 1.17690 0.002 -0.002 -0.005
H 1.97457 -1.88564 -0.11902 -0.054 -0.028 -0.097
H -2.41087 -4.28327 -0.07093 -0.010 -0.014 0.006
H -3.44916 -2.86012 -0.31305 0.002 -0.008 0.000
H -5.16557 -6.93242 3.34605 0.004 -0.001 -0.007
H -2.14337 4.75216 1.86133 0.001 -0.004 -0.005
H 4.31071 -1.21492 -1.24857 0.036 0.067 -0.051
H 2.64457 0.74138 1.52378 0.004 0.035 -0.023
H -0.53483 -0.16107 -0.52616 0.023 -0.041 -0.004
H -4.85115 -5.99461 4.83305 0.000 -0.006 0.000
H 5.06826 1.66130 -0.48489 -0.011 -0.060 -0.025
H -4.07843 -4.49912 -0.65344 0.002 -0.015 0.009
H -2.86488 3.50802 -3.70505 -0.050 0.058 0.042
H -1.29255 3.26127 -2.89799 -0.024 -0.027 -0.021
H -0.16926 0.66410 -2.22868 -0.058 0.055 0.089
H 6.05109 -1.01759 0.58477 -0.070 0.038 0.006
H -3.49975 -6.72520 3.92199 0.002 -0.001 -0.009
H 1.29027 -1.71452 -1.72454 -0.026 0.115 0.023
H -2.27993 6.52298 1.67773 0.005 -0.003 0.004
H 4.65911 -0.17809 1.28477 0.020 0.013 -0.056
H 1.20171 3.19965 -1.13810 -0.073 0.006 0.041
H 1.25531 1.57946 0.84523 0.091 0.042 0.004
H 2.87189 2.26021 0.63258 0.011 -0.059 0.025
```
Positions in Å, forces in eV/Å.

Calculated values
SMILES	C[Si@](CCF)(CCCCl)P(O)O.COC(=O)OC.COC(=O)OC
calculated total energy	-2266.33108	Ha
frontier orbital gap	0.329	Eh
HOMO energy	-8.48	eV

Mulliken atomic charge list, values in e, 5 entries: number 1, Cl, carries -0.22; number 2, P, carries 0.03; number 3, Si, carries 0.29; number 4, F, carries -0.32; number 5, O, carries -0.34

=====

No. 3
This record from OMol25 describes 2 unconnected molecules or ions with the total composition C12H27F3IN5O2P at a distorted geometry. The level of theory is ωB97M-V/def2-TZVPD.

```
51
Properties=species:S:1:pos:R:3:forces:R:3
I -0.31649 -1.85833 -0.05961 -0.214 -0.856 0.927
P -0.77670 0.22944 -1.39397 1.043 1.710 -1.996
F 3.38318 -3.03961 5.23202 -0.155 0.131 0.096
F 2.10459 -4.54524 4.33939 -0.060 -0.083 0.201
F 1.27262 -2.64839 4.94960 0.106 0.113 -0.078
O 3.12887 -1.43616 2.92698 -0.513 -0.348 0.573
O 3.32644 -3.54829 2.05521 -0.066 -1.032 0.294
N -2.13327 -2.22155 -3.48808 1.012 1.169 -0.511
N -4.61135 3.97061 -1.39645 1.648 -1.300 1.093
N -0.95728 1.67845 -2.45548 -0.977 0.121 0.311
N -3.13734 3.94628 0.68335 -0.236 0.022 -1.786
N -3.00072 5.64479 -1.02051 -0.734 -1.441 0.841
C -0.20023 -0.73509 -2.96420 0.583 -0.329 -0.429
C 5.14360 -4.59511 3.34165 0.227 0.108 0.349
C -1.42639 -1.20570 -3.84685 0.020 -0.382 0.098
C 0.35399 1.26142 -0.29541 1.042 -0.329 1.163
C 4.72501 -3.66546 2.21336 -0.131 -0.136 -0.363
C -2.03503 3.00841 0.25734 -0.285 -0.888 0.852
C -1.49295 2.14646 1.45778 -0.064 0.679 0.476
C -1.80132 -0.43600 -5.17685 -0.224 0.151 1.015
C -0.10268 1.41514 1.21248 -0.134 0.671 0.386
C 2.36158 -3.20659 4.37018 0.332 -0.402 -0.547
C 2.59439 -2.63366 2.92851 0.817 1.762 -0.361
C -3.55931 4.56304 -0.56714 0.195 1.735 -0.962
H 4.49940 -5.47508 3.38881 0.026 0.020 -0.104
H -2.76568 4.68518 1.28341 0.013 -0.179 -0.372
H -2.16403 0.19385 -1.09219 0.554 -0.087 -0.116
H -4.13720 3.76119 -2.28505 -0.497 0.287 0.255
H 5.21798 -2.69218 2.29074 -0.222 0.127 0.205
H 5.09793 -4.09272 4.30636 -0.034 -0.074 -0.022
H -1.21945 3.61207 -0.21816 -0.668 -0.760 0.157
H -2.28062 1.42484 1.82700 0.762 0.711 -0.650
H -0.05392 2.04019 -2.75694 -0.415 -0.104 -0.116
H 5.07887 -4.11018 1.27588 -0.112 0.042 -0.070
H -0.11640 0.45901 1.79341 0.223 0.706 -0.820
H -4.86039 3.04027 -1.03218 -0.072 0.571 0.042
H 0.56438 2.29161 -0.69490 -0.622 -1.113 0.065
H -0.91149 0.04346 -5.65988 -0.747 -0.539 0.436
H -2.53118 2.29534 -0.45888 0.845 0.984 0.349
H -2.35208 -1.10124 -5.89006 0.656 0.457 0.752
H -2.52203 0.38935 -4.89326 0.752 -0.752 -0.364
H -1.73112 -2.61157 -2.62517 -0.278 0.081 -0.118
H 0.49640 -0.05363 -3.53492 -0.935 -0.568 0.559
H 0.68047 2.06316 1.70973 -0.657 -0.827 -0.671
H -3.46295 5.89526 -1.90747 0.183 0.023 0.522
H 6.18002 -4.91913 3.20122 -0.012 -0.030 -0.074
H 1.35647 0.73207 -0.27730 -1.137 0.336 0.018
H -1.33455 2.86519 2.32214 -0.183 -0.813 -0.844
H 1.57857 -2.72042 2.49660 -0.268 -0.114 -0.169
H 0.42134 -1.60328 -2.62243 -0.839 0.596 -0.527
H -1.57196 1.49854 -3.24981 0.456 0.176 0.035
```
Positions in Å, forces in eV/Å.

Calculated values
net charge	-1
calculated total energy	-1836.31292	Ha
frontier orbital gap	0.208	Eh
HOMO energy	-3.65	eV

Mulliken atomic charge list, values in e, 5 entries: number 1, I, carries -0.17; number 2, P, carries 0.25; number 3, F, carries -0.27; number 4, F, carries -0.30; number 5, F, carries -0.29

=====

No. 4
This record from OMol25 describes a molecular structure, C12H27N5O7Sn at a distorted geometry. The level of theory is ωB97M-V/def2-TZVPD.

```
52
Properties=species:S:1:pos:R:3:forces:R:3
Sn -0.74572 0.19504 0.09594 1.813 2.011 -1.189
O -0.07065 -1.29176 1.24367 2.165 -0.102 -0.990
O 1.35720 -0.45935 -2.33246 0.789 0.883 0.876
O -3.43887 -1.54855 -0.26464 0.009 0.837 1.370
O -1.68559 3.58765 -0.00915 -0.913 -1.191 4.024
O -1.00153 1.00662 2.97313 -1.397 -0.304 0.725
O 2.23554 1.35657 -0.84805 0.510 -1.053 -1.852
O -2.39532 1.16796 0.32954 -2.704 -0.403 -1.024
N -2.15925 -1.18201 -0.75487 -0.352 0.101 0.655
N 1.25751 1.46529 0.01707 0.073 1.734 2.492
N 1.58413 -2.67826 1.36634 -0.027 0.947 -0.416
N -0.34748 1.31945 1.96291 3.091 2.732 0.926
N 0.10105 -0.60968 -1.83126 -1.151 -0.742 0.118
C 2.72959 3.19001 0.92178 0.891 0.768 0.293
C 0.55460 3.29602 3.19657 0.055 0.231 0.664
C 2.93587 -3.13698 1.16154 0.234 0.335 -0.363
C 1.15787 -1.55427 0.87790 -1.360 -0.155 0.675
C 1.51099 2.36082 1.01431 -0.531 -2.218 -3.461
C 0.60807 -3.36598 2.17301 -0.407 -0.816 0.574
C -2.87392 -2.83531 -2.26180 -0.082 -0.835 -1.180
C -1.15314 3.57925 -1.94696 0.441 -3.436 -3.067
C -1.89084 -1.81623 -1.87539 0.796 -0.346 -0.112
C 0.60388 2.34811 2.06678 -3.519 -2.448 0.477
C -0.61749 -1.58460 -2.43911 -0.387 0.664 0.943
C -0.06071 -2.43257 -3.52089 -0.065 -0.216 -0.474
H 0.94321 -2.12352 -3.79194 -0.034 0.078 0.032
H 3.62931 -2.35193 1.46578 0.099 -0.260 0.157
H -3.49388 -1.15766 0.63418 0.159 -0.243 -0.662
H -2.23254 3.30756 -1.88833 1.242 1.388 -0.926
H 2.82039 3.90800 1.75525 -0.240 -0.377 -0.316
H 1.77394 0.34206 -1.71438 0.191 0.015 -0.511
H -0.27939 -3.62358 1.56871 0.462 -0.013 0.255
H -0.02557 -3.48197 -3.20705 -0.015 0.072 -0.042
H -0.16150 4.11225 3.01230 0.007 -0.269 -0.046
H 3.65423 2.58393 0.93380 -0.485 0.049 -0.163
H -2.74205 -3.14550 -3.29661 -0.019 0.010 -0.052
H 0.25348 -2.71758 2.99024 0.266 -0.367 -0.218
H 1.79486 -0.91495 0.21211 -0.507 -0.451 0.588
H 2.75680 3.77861 -0.01056 -0.114 -0.421 0.193
H 1.09952 -4.25517 2.54733 -0.208 -0.202 0.215
H -2.73521 -3.72285 -1.64060 -0.135 -0.061 0.082
H 3.09927 -3.33045 0.10084 0.065 -0.269 0.105
H -0.69261 -2.38068 -4.41336 0.097 -0.046 0.042
H -3.08800 0.79740 -0.30269 1.297 0.941 1.098
H -0.46916 4.39062 -1.86329 -0.682 1.018 0.241
H 3.03792 -4.02463 1.75963 0.483 -0.302 0.037
H -0.54743 2.66005 -2.20482 -0.634 0.825 0.342
H 0.25021 2.79289 4.12219 0.052 0.076 -0.227
H 1.52134 3.77860 3.36192 -0.088 -0.157 0.023
H -2.09596 2.72319 0.34961 1.056 0.794 -0.853
H -3.88998 -2.47790 -2.10873 0.106 -0.118 -0.204
H -2.37700 4.15599 0.31259 -0.397 1.310 0.127
```
Positions in Å, forces in eV/Å.

Calculated values
relative energy (zero: lowest compared OMol25 entry of this formula, charge and spin)	43.5	kcal/mol
calculated total energy	-1487.76917	Ha
frontier orbital gap (alpha / beta)	0.231 / 0.210	Eh
HOMO energy (alpha / beta)	-6.19 / -5.69	eV

Mulliken atomic charge list, values in e, 5 entries: number 1, Sn, carries 1.06; number 2, O, carries -0.57; number 3, O, carries -0.57; number 4, O, carries -0.58; number 5, O, carries -0.44

=====

No. 5
This record from OMol25 describes a molecular structure, C12H27N9OSV at a distorted geometry. The level of theory is ωB97M-V/def2-TZVPD.

```
51
Properties=species:S:1:pos:R:3:forces:R:3
V -0.62125 0.38941 -0.21564 1.211 0.250 0.983
S -2.89477 1.10393 -0.24021 -1.032 0.100 -0.795
O -0.76321 -1.93005 2.52385 1.124 -0.578 -2.672
N -0.65171 -1.78526 0.19492 -1.183 -1.225 -0.773
N 0.02363 2.59668 -0.25747 0.316 0.617 0.964
N -1.77332 1.42876 -2.64294 -0.298 -0.085 -0.925
N 1.52625 0.21003 -0.58933 0.948 -0.258 0.417
N -0.97441 0.28488 -2.35258 -0.206 0.752 0.176
N -1.60807 -2.43564 -1.87728 0.010 -0.496 0.287
N 0.41959 -3.53695 1.37765 0.444 -0.866 -0.458
N -3.55832 2.81093 -2.17453 0.735 -1.000 -0.461
N -0.00809 0.74979 1.91994 0.634 0.878 -0.214
C -2.78425 1.76226 -1.82965 0.065 1.133 1.408
C -0.71522 -2.65860 -0.83401 0.679 -0.632 0.209
C 0.99827 -3.94972 2.63146 -0.107 -0.533 1.428
C 2.09006 -0.13237 0.76544 0.876 0.102 1.474
C 0.71450 -4.28696 0.25575 -2.359 1.917 -1.296
C 1.26102 2.77079 -1.08829 -0.267 -1.077 -0.001
C -0.41045 2.14884 2.22906 -1.388 -0.043 -0.144
C 1.48335 0.55961 2.07518 -0.380 -0.149 -0.837
C 0.10380 -3.84180 -0.92091 0.453 0.427 1.425
C 2.11251 1.44692 -1.21266 -0.896 0.282 0.180
C -0.36781 -2.37440 1.42265 -0.452 0.612 1.469
C 0.10516 3.16561 1.20458 0.847 -1.067 -1.218
H 1.17695 3.42175 1.41899 -1.046 0.005 -0.283
H 1.88784 -0.57830 -1.16437 -0.628 0.745 0.417
H -1.52847 2.17704 2.29352 0.844 -0.105 -0.359
H -1.45995 -0.62026 -2.44622 0.117 0.432 -0.740
H -0.67029 3.22972 -0.64979 0.070 -0.432 -0.273
H -1.63421 1.93017 -3.52434 -0.116 -0.593 0.303
H 3.18242 0.09188 0.80316 -0.603 -0.233 -0.216
H 0.92592 3.01104 -2.09983 0.019 0.258 0.150
H 2.30557 1.22280 -2.26641 -0.112 0.114 0.145
H 3.05291 1.66741 -0.76780 0.991 -0.127 0.372
H -4.20443 3.17295 -1.50244 -0.306 0.013 0.173
H -0.14848 0.34168 -2.93865 -0.101 -0.214 -0.042
H -1.70619 -3.27209 -2.48346 -0.047 0.972 0.528
H -0.10403 2.47758 3.21442 0.402 -0.048 0.341
H 1.98236 1.53888 2.30493 -0.493 -0.872 -0.411
H 0.59683 -4.91728 2.95635 0.065 0.109 -0.201
H -0.49771 0.09546 2.53287 0.092 0.121 -0.105
H 0.23727 -4.28951 -1.88913 -0.101 -0.510 0.035
H 1.92117 3.57340 -0.73202 -0.364 -0.113 -0.049
H 1.99771 -1.23254 0.89034 -0.072 0.687 -0.178
H 1.20000 -5.26974 0.30265 0.178 0.752 0.419
H -2.50987 -2.09814 -1.52024 0.345 -0.186 -0.244
H 0.68753 -3.23278 3.42326 0.702 -0.442 -0.701
H -0.53093 4.05059 1.17179 0.360 0.071 0.529
H -3.59207 3.15646 -3.12158 -0.115 0.059 0.039
H 1.65421 -0.08811 2.96367 0.147 0.288 -0.761
H 2.07063 -4.05673 2.46536 -0.003 0.188 0.486
```
Positions in Å, forces in eV/Å.

Calculated values
relative energy (zero: lowest compared OMol25 entry of this formula, charge and spin)	8.9	kcal/mol
multiplicity	4
<S²>	3.759
net charge	+2
calculated total energy	-2383.25337	Ha
frontier orbital gap (alpha / beta)	0.271 / 0.327	Eh
HOMO energy (alpha / beta)	-13.33 / -14.92	eV

Mulliken atomic charge list, values in e, 5 entries: number 1, V, carries 0.37; number 2, S, carries -0.41; number 3, O, carries -0.73; number 4, N, carries -0.11; number 5, N, carries -0.22